## A
Below is a molecular structure, CH5NO2Si, with properties calculated with the ωB97M-V functional and the def2-TZVPD basis.

Kohn-Sham gap, eV: 8.82
2S+1: 1

Last column: Löwdin charge in e.
CARTESIAN COORDINATES (ANGSTROEM)
C (-0.068, -1.188, -0.710)  -0.29
N (-2.856, 0.410, 0.074)  -0.41
O (-3.051, 1.148, -0.871)  -0.04
O (-3.595, -0.450, 0.611)  -0.08
Si (-0.539, 0.015, 0.546)  0.83
H (-0.810, -1.863, -0.967)  0.01
H (0.281, -0.741, -1.617)  0.03
H (0.807, -1.804, -0.436)  0.05
H (-0.255, 1.301, -0.035)  -0.05
H (-0.237, -0.483, 1.907)  -0.05

=====

## B
Below is 2 unconnected molecules or ions with the total composition CH5NO2Si, with properties calculated with the ωB97M-V functional and the def2-TZVPD basis.

Kohn-Sham gap (spin up / spin down), eV: 7.09 / 10.05
2S+1: 1

Last column: Löwdin charge in e.
CARTESIAN COORDINATES (ANGSTROEM)
C (-0.588, 1.064, 0.108)  -0.21
N (2.304, -0.127, -0.005)  -0.21
O (3.184, 0.671, -0.039)  0.11
O (2.165, -1.311, -0.187)  0.08
Si (-1.334, -0.613, -0.150)  0.54
H (0.389, 1.212, 0.677)  0.00
H (-0.965, 1.934, -0.244)  -0.06
H (-2.059, -0.581, 1.246)  -0.06
H (-2.376, -0.321, -1.152)  -0.09
H (-0.720, -1.927, -0.254)  -0.10

=====

Tell me which of them is the most stable. Sure, it is A.

=====

## A
Below is C3H3NO2 in the gas phase, with properties calculated with the ωB97M-V functional and the def2-TZVPD basis.

Kohn-Sham gap, eV: 10.76
2S+1: 1
SMILES: Cn1c(=O)c1=O

Last column: Löwdin charge in e.
CARTESIAN COORDINATES (ANGSTROEM)
C (0.169, -1.089, -0.726)  -0.06
N (0.034, 0.098, 0.047)  0.08
C (0.540, 1.267, 0.896)  -0.27
O (1.572, 1.644, 1.244)  0.19
C (-0.814, 1.141, 0.534)  -0.33
O (-2.007, 1.392, 0.599)  0.09
H (1.163, -1.706, -0.514)  0.14
H (-0.573, -1.750, -0.317)  0.07
H (-0.084, -0.996, -1.762)  0.08

=====

## B
Below is C3H3NO2 in the gas phase, with properties calculated with the ωB97M-V functional and the def2-TZVPD basis.

Kohn-Sham gap, eV: 10.66
2S+1: 1
SMILES: [H]/N=C/[C@@H]1OC1=O

Last column: Löwdin charge in e.
CARTESIAN COORDINATES (ANGSTROEM)
H (0.713, 2.350, -0.143)  0.06
N (0.673, 1.350, 0.029)  0.14
C (-0.451, 0.841, -0.262)  -0.17
C (-0.572, -0.631, -0.034)  -0.10
O (-0.033, -1.075, 1.300)  0.13
C (0.693, -1.305, 0.219)  -0.49
O (1.757, -1.736, -0.095)  0.16
H (-1.308, 1.377, -0.688)  0.12
H (-1.471, -1.172, -0.327)  0.14

=====

Tell me which of them is the most stable. Sure, it is B.